A gas-phase ion, C25H35N2O3 (charge +1). Source: the Open Molecules 2025 dataset; level of theory: ωB97M-V with the def2-TZVPD basis set.

The value obtained for the HOMO energy is -10.97 eV. As for the SMILES: C[NH+](C)C1(CNC[C@@H](O)COc2ccc(C(=O)c3ccccc3)cc2)CCCCC1. The net charge is +1.

Last columns: bonded neighbours and bond lengths (Å).
Geometry (Å):
1 C 3.17756 1.40236 2.06300  N2 1.471, H63 1.086, H64 1.088, H65 1.088
2 N 3.37440 1.20384 0.61891  C1 1.471, C3 1.472, H7 1.059, C8 1.519
3 C 3.61744 2.50688 -0.02031  N2 1.472, H4 1.085, H5 1.088, H6 1.088
4 H 3.79481 2.38575 -1.08340  C3 1.085
5 H 2.74111 3.13909 0.10934  C3 1.088
6 H 4.47189 3.00005 0.43855  C3 1.088
7 H 2.46369 0.82521 0.23463  N2 1.059
8 C 4.36990 0.12980 0.21610  N2 1.519, C9 1.537, C17 1.532, C24 1.559
9 C 4.12268 -1.11553 1.08148  C8 1.537, H10 1.090, H11 1.090, C12 1.530
10 H 3.09540 -1.46021 0.96179  C9 1.090
11 H 4.27503 -0.85744 2.12917  C9 1.090
12 C 5.10824 -2.24577 0.77744  C9 1.530, C13 1.524, H22 1.090, H23 1.090
13 C 6.53809 -1.75819 0.98072  C12 1.524, C14 1.524, H20 1.089, H21 1.092
14 C 6.80842 -0.53017 0.11965  C13 1.524, H15 1.090, H16 1.090, C17 1.532
15 H 6.74788 -0.79958 -0.93525  C14 1.090
16 H 7.81796 -0.16386 0.30698  C14 1.090
17 C 5.81430 0.59315 0.42978  C8 1.532, C14 1.532, H18 1.092, H19 1.090
18 H 5.95386 0.89068 1.47079  C17 1.092
19 H 6.04706 1.44845 -0.20503  C17 1.090
20 H 7.24052 -2.54995 0.72294  C13 1.089
21 H 6.69133 -1.50770 2.03222  C13 1.092
22 H 4.90050 -3.07687 1.45193  C12 1.090
23 H 4.98727 -2.61977 -0.23973  C12 1.090
24 C 4.10348 -0.14254 -1.29558  C8 1.559, N25 1.455, H61 1.094, H62 1.092
25 N 2.72250 0.13166 -1.66282  C24 1.455, H26 1.011, C27 1.459
26 H 2.67512 0.54250 -2.58514  N25 1.011
27 C 1.77807 -0.97543 -1.56250  N25 1.459, H28 1.095, H29 1.091, C30 1.534
28 H 1.49459 -1.37699 -2.54051  C27 1.095
29 H 2.22343 -1.78810 -0.98696  C27 1.091
30 C 0.50699 -0.51139 -0.84012  C27 1.534, C31 1.539, H58 1.099, O59 1.421
31 C -0.28109 0.53405 -1.64821  C30 1.539, O32 1.408, H56 1.094, H57 1.093
32 O -1.28942 1.09762 -0.84238  C31 1.408, C33 1.379
33 C -2.49466 0.44489 -0.69114  O32 1.379, C34 1.394, C38 1.388
34 C -3.40701 1.08443 0.14716  C33 1.394, C35 1.378, H55 1.079
35 C -4.64854 0.53220 0.37910  C34 1.378, C36 1.393, H54 1.079
36 C -4.99845 -0.67883 -0.21469  C35 1.393, C37 1.390, C41 1.491
37 C -4.07560 -1.31801 -1.03424  C36 1.390, C38 1.383, H40 1.079
38 C -2.83407 -0.76326 -1.28479  C33 1.388, C37 1.383, H39 1.079
39 H -2.15249 -1.28732 -1.93676  C38 1.079
40 H -4.34453 -2.26425 -1.47850  C37 1.079
41 C -6.29745 -1.35755 0.05769  C36 1.491, O42 1.214, C43 1.480
42 O -6.35703 -2.56808 0.12801  C41 1.214
43 C -7.48656 -0.49503 0.24025  C41 1.480, C44 1.394, C48 1.395
44 C -7.61606 0.73360 -0.40608  C43 1.394, C45 1.383, H53 1.081
45 C -8.76212 1.48725 -0.23324  C44 1.383, C46 1.386, H52 1.080
46 C -9.78147 1.02992 0.58734  C45 1.386, C47 1.386, H51 1.080
47 C -9.66411 -0.19592 1.22365  C46 1.386, C48 1.381, H50 1.079
48 C -8.52785 -0.96018 1.04289  C43 1.395, C47 1.381, H49 1.080
49 H -8.42114 -1.92209 1.52163  C48 1.080
50 H -10.46230 -0.55679 1.85441  C47 1.079
51 H -10.67143 1.62587 0.72300  C46 1.080
52 H -8.86349 2.43417 -0.74238  C45 1.080
53 H -6.83394 1.08297 -1.06471  C44 1.081
54 H -5.33996 1.02987 1.04171  C35 1.079
55 H -3.12124 2.01963 0.60296  C34 1.079
56 H 0.37908 1.37004 -1.89888  C31 1.094
57 H -0.67774 0.10480 -2.57157  C31 1.093
58 H -0.13392 -1.38069 -0.63936  C30 1.099
59 O 0.88331 0.07684 0.39795  C30 1.421, H60 0.971
60 H 0.12496 0.61377 0.67863  O59 0.971
61 H 4.38864 -1.17346 -1.52325  C24 1.094
62 H 4.75452 0.50374 -1.88722  C24 1.092
63 H 2.68457 0.54187 2.50457  C1 1.086
64 H 4.12701 1.58486 2.56222  C1 1.088
65 H 2.53802 2.26919 2.21613  C1 1.088


C25H35N5O4 in the gas phase. Source: the Open Molecules 2025 dataset; level of theory: ωB97M-V with the def2-TZVPD basis set.

The value obtained for the HOMO energy is -7.92 eV. As for the SMILES: CC(C)C[C@H](NC(=O)c1nc[nH]c1C(=O)N1CCN(c2ccccc2)CC1)C(=O)OC(C)(C)C. The net charge is 0.

Last columns: bonded neighbours and bond lengths (Å).
Geometry (Å):
1 C 0.61809 2.76404 -3.32125  H2 1.087, H3 1.088, H4 1.088, C5 1.528
2 H -0.22684 2.39692 -2.74336  C1 1.087
3 H 0.76483 3.81550 -3.08386  C1 1.088
4 H 0.37258 2.68233 -4.37774  C1 1.088
5 C 1.87975 1.96561 -2.99820  C1 1.528, C6 1.527, C10 1.533, H69 1.096
6 C 3.04354 2.46336 -3.85223  C5 1.527, H7 1.087, H8 1.088, H9 1.088
7 H 3.93462 1.86030 -3.69880  C6 1.087
8 H 2.78402 2.41472 -4.90745  C6 1.088
9 H 3.27874 3.49682 -3.60617  C6 1.088
10 C 2.18495 2.07820 -1.50060  C5 1.533, C11 1.531, H67 1.090, H68 1.090
11 C 3.26645 1.10358 -1.02746  C10 1.531, N12 1.448, H50 1.094, C51 1.544
12 N 2.89416 -0.26748 -1.30767  C11 1.448, C13 1.348, H49 1.009
13 C 1.96662 -0.89835 -0.55961  N12 1.348, O14 1.221, C15 1.474
14 O 1.32242 -0.35102 0.32085  C13 1.221
15 C 1.81147 -2.31482 -0.93547  C13 1.474, C16 1.385, N19 1.367
16 C 0.97349 -3.28601 -0.41333  C15 1.385, N17 1.367, C22 1.482
17 N 1.34391 -4.44633 -1.03356  C16 1.367, C18 1.351, H21 1.008
18 C 2.33619 -4.14663 -1.89987  N17 1.351, N19 1.301, H20 1.072
19 N 2.63634 -2.88096 -1.86752  C15 1.367, C18 1.301
20 H 2.80635 -4.86932 -2.53622  C18 1.072
21 H 0.96218 -5.35127 -0.80516  N17 1.008
22 C -0.00711 -3.34969 0.69582  C16 1.482, O23 1.224, N24 1.344
23 O 0.05566 -4.28735 1.48076  C22 1.224
24 N -0.92847 -2.37574 0.78640  C22 1.344, C25 1.440, C40 1.445
25 C -1.27349 -1.41682 -0.23128  N24 1.440, C26 1.533, H47 1.089, H48 1.094
26 C -2.73788 -1.62528 -0.63365  C25 1.533, N27 1.446, H45 1.089, H46 1.105
27 N -3.59529 -1.51294 0.52481  C26 1.446, C28 1.392, C39 1.445
28 C -4.90820 -1.07839 0.36716  N27 1.392, C29 1.396, C33 1.399
29 C -5.99114 -1.73150 0.95923  C28 1.396, C30 1.383, H38 1.079
30 C -7.27463 -1.23399 0.82821  C29 1.383, C31 1.383, H37 1.081
31 C -7.51613 -0.08316 0.10025  C30 1.383, C32 1.385, H36 1.079
32 C -6.44995 0.57384 -0.49202  C31 1.385, C33 1.380, H35 1.081
33 C -5.16506 0.08979 -0.35811  C28 1.399, C32 1.380, H34 1.080
34 H -4.34668 0.63516 -0.80382  C33 1.080
35 H -6.61973 1.47955 -1.05626  C32 1.081
36 H -8.52014 0.29892 -0.00337  C31 1.079
37 H -8.09513 -1.76127 1.29335  C30 1.081
38 H -5.84138 -2.64451 1.51435  C29 1.079
39 C -3.26601 -2.50997 1.51777  N27 1.445, C40 1.532, H43 1.103, H44 1.090
40 C -1.80449 -2.32143 1.93481  N24 1.445, C39 1.532, H41 1.095, H42 1.091
41 H -1.68710 -1.34177 2.40937  C40 1.095
42 H -1.50006 -3.10618 2.62884  C40 1.091
43 H -3.40593 -3.53393 1.13325  C39 1.103
44 H -3.89563 -2.36997 2.39659  C39 1.090
45 H -3.01946 -0.88838 -1.38370  C26 1.089
46 H -2.83817 -2.62932 -1.08446  C26 1.105
47 H -0.63089 -1.54417 -1.10121  C25 1.089
48 H -1.13007 -0.40849 0.16768  C25 1.094
49 H 3.43744 -0.84052 -1.93545  N12 1.009
50 H 4.21819 1.30368 -1.52822  C11 1.094
51 C 3.53432 1.19114 0.49009  C11 1.544, O52 1.204, O53 1.316
52 O 4.27419 0.41130 1.03295  C51 1.204
53 O 2.90522 2.20332 1.04816  C51 1.316, C54 1.453
54 C 2.91710 2.38912 2.48960  O53 1.453, C55 1.527, C59 1.529, C63 1.528
55 C 2.40223 1.12768 3.17978  C54 1.527, H56 1.088, H57 1.087, H58 1.086
56 H 1.51393 0.76780 2.66556  C55 1.088
57 H 2.15916 1.34665 4.21591  C55 1.087
58 H 3.15151 0.34199 3.14769  C55 1.086
59 C 1.95593 3.55662 2.71335  C54 1.529, H60 1.087, H61 1.086, H62 1.086
60 H 2.28951 4.42711 2.15434  C59 1.087
61 H 1.91384 3.80802 3.76895  C59 1.086
62 H 0.96115 3.28536 2.37115  C59 1.086
63 C 4.32613 2.74865 2.95785  C54 1.528, H64 1.086, H65 1.087, H66 1.088
64 H 4.31830 2.93410 4.02835  C63 1.086
65 H 5.01020 1.93114 2.74739  C63 1.087
66 H 4.67688 3.64290 2.44655  C63 1.088
67 H 2.49979 3.09476 -1.26291  C10 1.090
68 H 1.28010 1.86443 -0.93081  C10 1.090
69 H 1.69358 0.91253 -3.23640  C5 1.096


Kohn-Sham gap for every record listed, in sequence, given in eV: 8.79 8.52.
Strongest force on any atom for every record listed, in sequence, given in eV Å⁻¹: 0.66 1.00.
Energy above the lowest of the compared OMol25 structures with the same formula, charge and spin for every record listed, in sequence, given in kJ/mol: 122.0 133.9.